Computed, not measured: a 20-piece molecular cluster, C86H181N3O34S17 overall, with ωB97M-V/def2-TZVPD.

Last column: Mulliken charge in e.
Cartesian coordinates (Å):
C (13.983, 11.299, -2.713)  -0.123
C (15.426, 10.878, -3.001)  -0.498
N (16.317, 11.991, -3.435)  0.941
C (15.934, 12.433, -4.765)  0.938
C (17.113, 13.115, -5.452)  -0.343
C (16.477, 13.172, -2.582)  -0.057
C (16.749, 12.703, -1.097)  -1.470
H (13.897, 12.262, -2.209)  0.218
H (13.678, 10.437, -2.121)  0.259
H (13.616, 11.355, -3.738)  -0.311
H (15.773, 10.526, -2.029)  0.754
H (15.361, 10.090, -3.751)  -0.809
H (15.648, 11.578, -5.377)  -1.182
H (15.045, 13.064, -4.775)  0.153
H (18.039, 12.548, -5.360)  0.101
H (16.931, 13.121, -6.527)  -0.301
H (17.332, 14.090, -5.018)  0.247
H (15.644, 13.873, -2.529)  0.008
H (17.303, 13.794, -2.925)  0.483
H (15.903, 12.205, -0.624)  0.288
H (17.136, 13.439, -0.392)  0.431
H (17.523, 11.943, -0.991)  0.260
C (11.607, 8.320, -17.771)  -1.631
C (11.683, 7.796, -16.348)  0.092
N (10.735, 6.684, -16.174)  0.125
C (9.339, 7.106, -15.860)  0.409
C (8.349, 5.954, -15.798)  -1.599
C (11.290, 5.752, -15.206)  -1.368
C (11.380, 6.270, -13.743)  0.238
H (12.447, 8.974, -18.001)  0.419
H (10.656, 8.842, -17.876)  0.353
H (11.519, 7.486, -18.468)  0.379
H (12.694, 7.394, -16.407)  0.350
H (11.495, 8.504, -15.541)  -0.089
H (9.296, 7.681, -14.935)  -0.212
H (9.001, 7.708, -16.703)  0.423
H (7.331, 6.342, -15.844)  0.472
H (8.451, 5.321, -16.679)  0.361
H (8.477, 5.315, -14.925)  0.296
H (12.305, 5.656, -15.591)  0.474
H (10.809, 4.801, -15.433)  0.471
H (10.443, 6.279, -13.187)  0.300
H (11.787, 7.280, -13.794)  -0.454
H (12.136, 5.695, -13.207)  0.328
C (10.895, 14.997, -12.335)  0.554
C (11.908, 16.179, -12.140)  -0.966
N (12.871, 15.872, -10.968)  1.519
C (14.146, 16.508, -11.010)  -1.090
C (15.014, 15.865, -12.077)  -1.238
C (12.196, 16.130, -9.641)  1.266
C (11.841, 17.608, -9.487)  -1.686
H (10.285, 14.827, -11.448)  -0.706
H (11.506, 14.098, -12.418)  -0.772
H (10.287, 15.080, -13.236)  0.776
H (12.443, 16.238, -13.087)  0.522
H (11.330, 17.093, -11.999)  0.402
H (14.060, 17.556, -11.295)  0.604
H (14.619, 16.486, -10.028)  0.255
H (15.104, 14.785, -11.953)  -0.164
H (14.704, 16.083, -13.099)  0.427
H (16.047, 16.201, -11.993)  0.596
H (12.807, 15.806, -8.798)  -0.791
H (11.285, 15.532, -9.643)  -0.413
H (11.534, 17.899, -8.483)  0.421
H (10.982, 17.906, -10.088)  0.334
H (12.721, 18.192, -9.754)  0.326
C (20.860, 10.517, -10.318)  -0.561
C (21.347, 9.544, -9.259)  -0.751
C (20.348, 9.662, -8.061)  -0.801
S (18.668, 9.978, -8.747)  0.791
O (18.179, 11.229, -8.157)  -0.408
O (17.817, 8.797, -8.541)  -0.102
C (19.305, 10.288, -10.478)  -0.467
H (21.476, 10.427, -11.213)  0.457
H (21.036, 11.556, -10.039)  0.074
H (22.355, 9.662, -8.862)  0.472
H (21.351, 8.559, -9.726)  0.181
H (20.507, 10.569, -7.477)  0.495
H (20.337, 8.791, -7.407)  0.280
H (18.660, 11.043, -10.928)  -0.154
H (19.122, 9.383, -11.057)  0.421
C (18.105, 14.216, -8.989)  1.889
C (18.607, 15.549, -8.389)  -0.812
C (19.820, 16.140, -9.099)  -1.006
S (19.965, 15.185, -10.685)  1.077
O (20.981, 14.121, -10.508)  -0.687
O (20.103, 16.104, -11.811)  -0.680
C (18.317, 14.306, -10.543)  0.187
H (17.059, 14.040, -8.737)  -1.178
H (18.712, 13.404, -8.589)  -0.118
H (18.581, 15.434, -7.306)  0.501
H (17.809, 16.292, -8.358)  0.222
H (20.766, 16.138, -8.559)  0.372
H (19.617, 17.182, -9.347)  0.403
H (18.227, 13.469, -11.235)  0.333
H (17.608, 15.015, -10.969)  -0.546
C (20.844, 15.244, -16.318)  -0.930
C (19.601, 14.458, -16.787)  0.168
C (18.387, 15.332, -16.524)  -0.652
S (18.651, 15.937, -14.755)  1.161
O (18.300, 14.778, -13.968)  -0.295
O (18.192, 17.293, -14.550)  -0.834
C (20.514, 15.932, -14.937)  -0.783
H (20.990, 16.025, -17.065)  0.317
H (21.718, 14.593, -16.332)  0.463
H (19.679, 13.580, -16.146)  -0.372
H (19.724, 14.181, -17.834)  0.583
H (17.417, 14.852, -16.650)  0.067
H (18.459, 16.210, -17.166)  0.454
H (20.964, 15.391, -14.104)  0.177
H (20.775, 16.990, -14.927)  0.530
C (10.616, 8.637, -1.168)  -0.615
C (9.223, 8.271, -1.572)  -0.696
C (9.013, 8.772, -3.031)  -0.681
S (10.642, 8.406, -3.897)  1.001
O (11.139, 9.611, -4.593)  -0.103
O (10.553, 7.164, -4.605)  -0.816
C (11.573, 8.120, -2.322)  -0.186
H (10.873, 8.085, -0.264)  0.391
H (10.725, 9.718, -1.074)  0.282
H (8.531, 8.669, -0.830)  0.411
H (9.094, 7.198, -1.432)  0.322
H (8.931, 9.855, -2.938)  0.103
H (8.231, 8.334, -3.651)  0.457
H (12.563, 8.561, -2.434)  -0.387
H (11.696, 7.040, -2.232)  0.493
C (15.425, 16.737, -3.736)  0.115
C (14.040, 17.381, -3.730)  -0.748
C (13.414, 17.395, -5.109)  -0.379
S (14.783, 16.934, -6.314)  1.059
O (14.889, 17.912, -7.376)  -0.844
O (14.693, 15.498, -6.676)  -0.067
C (16.128, 17.138, -5.080)  -0.989
H (15.414, 15.648, -3.698)  -0.560
H (16.005, 17.107, -2.891)  0.713
H (14.129, 18.380, -3.304)  0.340
H (13.512, 16.772, -2.995)  0.309
H (13.194, 18.419, -5.410)  0.552
H (12.484, 16.862, -5.308)  -0.292
H (16.262, 18.219, -5.065)  0.458
H (17.028, 16.607, -5.390)  0.266
C (14.511, 6.905, -11.146)  -0.123
C (15.840, 6.408, -10.476)  0.285
C (16.958, 6.337, -11.541)  -0.590
S (16.258, 6.816, -13.163)  0.965
O (15.786, 5.618, -13.899)  -0.720
O (17.125, 7.772, -13.791)  -0.380
C (14.819, 7.695, -12.428)  0.586
H (13.850, 7.429, -10.455)  -0.512
H (13.904, 6.020, -11.338)  0.507
H (15.617, 5.475, -9.958)  0.409
H (16.155, 7.104, -9.698)  -0.665
H (17.418, 5.351, -11.600)  0.546
H (17.778, 7.014, -11.302)  -0.002
H (14.055, 7.711, -13.205)  0.122
H (15.228, 8.671, -12.170)  -0.521
C (6.479, 7.194, -8.270)  -0.120
C (7.421, 7.280, -7.094)  -0.331
C (8.795, 6.859, -7.577)  0.414
S (8.538, 5.545, -8.815)  0.991
O (8.736, 4.210, -8.236)  -0.704
O (9.307, 5.884, -10.018)  -0.491
C (6.722, 5.822, -8.967)  -1.023
H (6.642, 7.977, -9.011)  -0.360
H (5.425, 7.290, -8.009)  0.663
H (6.874, 6.696, -6.354)  0.400
H (7.530, 8.305, -6.738)  -0.032
H (9.459, 6.442, -6.820)  0.387
H (9.312, 7.656, -8.111)  -0.711
H (6.131, 4.988, -8.588)  0.369
H (6.510, 5.927, -10.031)  0.483
C (19.488, 10.859, -14.240)  1.234
C (18.291, 10.801, -15.153)  0.603
C (18.751, 10.399, -16.592)  -1.159
S (20.635, 10.272, -16.522)  1.016
O (21.268, 11.569, -16.750)  -0.542
O (21.058, 9.123, -17.285)  -0.705
C (20.565, 9.886, -14.709)  -0.953
H (19.198, 10.686, -13.204)  -1.164
H (19.920, 11.859, -14.252)  0.065
H (17.809, 11.757, -14.947)  -0.486
H (17.480, 10.132, -14.868)  0.360
H (18.435, 11.055, -17.403)  0.478
H (18.374, 9.414, -16.866)  0.506
H (21.594, 9.906, -14.351)  0.581
H (20.245, 8.851, -14.588)  0.353
C (13.073, 12.740, -8.312)  0.908
C (13.616, 11.469, -7.699)  0.833
C (15.008, 11.176, -8.423)  0.208
S (14.700, 11.550, -10.171)  -0.309
O (13.914, 10.409, -10.674)  0.093
O (15.905, 11.968, -10.856)  0.102
C (13.604, 12.902, -9.799)  0.954
H (13.409, 13.589, -7.717)  -0.342
H (11.994, 12.851, -8.421)  -0.779
H (12.891, 10.701, -7.972)  -0.496
H (13.723, 11.422, -6.615)  -0.353
H (15.468, 10.189, -8.405)  -0.014
H (15.814, 11.865, -8.167)  -0.548
H (12.896, 13.093, -10.605)  -0.395
H (14.203, 13.813, -9.813)  -0.383
C (5.557, 16.937, -9.817)  -0.724
C (6.669, 17.330, -10.809)  -1.029
C (7.954, 16.483, -10.762)  -0.181
S (7.336, 14.869, -10.278)  1.407
O (7.958, 14.416, -9.048)  -0.613
O (7.308, 14.057, -11.522)  -0.795
C (5.591, 15.431, -9.877)  -0.633
H (4.520, 17.212, -10.012)  0.352
H (5.843, 17.295, -8.828)  0.307
H (6.814, 18.404, -10.925)  0.478
H (6.213, 17.084, -11.768)  0.353
H (8.613, 16.788, -9.949)  0.071
H (8.549, 16.459, -11.675)  0.282
H (5.383, 14.876, -8.962)  0.113
H (4.933, 14.901, -10.565)  0.508
C (13.259, 6.277, -7.286)  -0.104
C (13.339, 7.800, -7.440)  1.369
C (14.479, 8.350, -6.520)  1.104
S (14.752, 7.154, -5.151)  1.068
O (14.280, 7.683, -3.863)  -0.696
O (16.119, 6.668, -5.249)  -0.550
C (13.584, 5.896, -5.836)  -0.754
H (14.079, 5.856, -7.867)  -0.424
H (12.371, 5.806, -7.708)  0.653
H (12.413, 8.273, -7.114)  -0.033
H (13.426, 8.220, -8.442)  -1.000
H (14.414, 9.361, -6.119)  -0.565
H (15.445, 8.369, -7.025)  -0.691
H (12.668, 6.164, -5.310)  -0.068
H (13.919, 4.877, -5.645)  0.681
C (9.712, 12.301, -6.036)  1.486
C (9.602, 13.673, -6.762)  0.297
C (10.625, 14.601, -6.011)  -0.324
S (10.439, 14.193, -4.231)  1.024
O (9.483, 15.143, -3.627)  -0.776
O (11.816, 14.123, -3.776)  -0.448
C (9.672, 12.549, -4.535)  -0.812
H (10.721, 12.009, -6.328)  -0.678
H (8.972, 11.551, -6.315)  -0.235
H (8.558, 13.977, -6.689)  0.480
H (9.970, 13.596, -7.786)  -1.007
H (10.554, 15.674, -6.191)  0.809
H (11.666, 14.427, -6.281)  -0.164
H (8.624, 12.795, -4.362)  0.375
H (10.136, 11.867, -3.823)  0.091
C (18.474, 3.203, -7.598)  -0.888
C (17.440, 4.305, -7.831)  0.010
C (18.086, 5.665, -7.511)  -0.145
S (19.787, 5.646, -8.217)  1.316
O (20.795, 6.273, -7.377)  -0.747
O (19.624, 6.012, -9.611)  -0.616
C (19.902, 3.820, -8.114)  -0.988
H (18.331, 2.277, -8.154)  0.375
H (18.505, 2.935, -6.542)  0.370
H (16.510, 4.086, -7.304)  0.104
H (17.144, 4.340, -8.879)  0.091
H (18.342, 5.633, -6.452)  0.364
H (17.492, 6.577, -7.449)  -0.189
H (20.678, 3.605, -7.380)  0.386
H (20.426, 3.349, -8.946)  0.491
C (13.677, 12.933, -14.118)  1.518
C (14.888, 12.238, -14.657)  -0.169
C (14.667, 12.121, -16.188)  -0.804
S (13.963, 13.825, -16.651)  1.114
O (12.799, 13.524, -17.524)  -0.747
O (15.027, 14.683, -17.111)  -0.633
C (13.483, 14.188, -14.940)  -0.769
H (13.773, 13.190, -13.063)  -0.683
H (12.780, 12.327, -14.246)  -0.162
H (15.008, 11.294, -14.125)  0.279
H (15.775, 12.798, -14.363)  -0.237
H (13.963, 11.351, -16.503)  0.294
H (15.583, 11.945, -16.752)  0.476
H (12.472, 14.591, -14.983)  0.573
H (14.020, 15.101, -14.685)  -0.012
C (10.437, 9.700, -12.509)  -0.646
C (10.821, 11.172, -12.103)  0.766
C (9.959, 11.564, -10.874)  -0.387
S (9.673, 9.876, -9.981)  0.934
O (8.285, 9.507, -10.172)  -0.809
O (10.222, 9.888, -8.629)  0.424
C (10.597, 8.871, -11.186)  -0.353
H (11.065, 9.390, -13.344)  -0.265
H (9.400, 9.538, -12.803)  0.442
H (10.599, 11.731, -13.012)  0.615
H (11.873, 11.290, -11.843)  -0.647
H (8.951, 11.871, -11.153)  0.388
H (10.463, 12.274, -10.218)  -0.353
H (10.121, 7.891, -11.206)  0.565
H (11.579, 8.896, -10.714)  -0.646
C (19.141, 9.919, -4.205)  0.909
C (18.461, 8.757, -3.518)  0.565
C (19.238, 8.490, -2.246)  -1.028
S (20.963, 9.203, -2.422)  1.168
O (21.921, 8.140, -2.351)  -0.668
O (20.999, 10.462, -1.639)  -0.656
C (20.671, 9.654, -4.163)  -1.036
H (18.893, 10.842, -3.682)  -0.140
H (18.777, 10.045, -5.225)  -0.428
H (18.528, 7.861, -4.135)  -0.103
H (17.402, 8.990, -3.410)  -0.342
H (19.328, 7.420, -2.059)  0.456
H (18.768, 8.913, -1.358)  0.418
H (20.997, 8.854, -4.826)  0.334
H (21.395, 10.441, -4.374)  0.584
C (4.600, 10.810, -8.421)  -0.686
C (5.786, 11.404, -9.195)  -0.185
C (6.891, 11.641, -8.133)  1.724
S (5.966, 12.270, -6.598)  1.189
O (6.052, 13.722, -6.472)  -0.656
O (6.375, 11.427, -5.456)  -0.629
C (4.298, 11.765, -7.230)  -0.824
H (4.884, 9.817, -8.075)  -0.042
H (3.774, 10.690, -9.123)  0.535
H (5.437, 12.245, -9.795)  0.077
H (6.094, 10.701, -9.969)  0.230
H (7.767, 12.247, -8.367)  -0.880
H (7.287, 10.646, -7.931)  -0.404
H (3.755, 12.597, -7.678)  0.320
H (3.585, 11.531, -6.438)  0.538

Summary:
HOMO-LUMO gap = 0.3066 Eh
E_tot = -350391.500 eV
HOMO level = -8.380 eV
Total charge = 0
Maximum force = 3.70 eV/Å